1.
20
Properties=species:S:1:pos:R:3:lowdin_charge:R:1 method="wB97M-V/def2-TZVPD" smiles="C#CC(=C)C.CC(N)=O" gap_ev="8.4315 / 8.4323" homo_energy_ev="-7.583 / -7.584"
O -0.97330 -1.18973 -0.67794 -0.038
N 0.65733 -0.72549 -2.12541 0.173
C -1.06856 0.98708 -1.79958 -0.004
C 0.82732 0.71134 0.58871 -0.116
C 0.75585 -1.25295 2.03399 -0.078
C -0.48335 -0.36347 -1.51666 -0.562
C -1.32657 0.04548 1.71539 0.039
C 1.66820 1.50410 0.23276 0.101
C -0.12698 -0.36309 1.16987 -0.361
H -2.08670 0.46271 1.07532 0.052
H 1.17664 -0.66505 2.85038 0.083
H 0.17411 -2.05405 2.48440 0.078
H -2.10881 0.87875 -2.11474 0.093
H 0.94951 -1.68824 -2.07596 0.119
H 1.61445 -1.62351 1.47446 0.078
H -0.53758 1.52273 -2.58395 0.081
H -1.11165 1.57094 -0.88232 0.075
H 1.25370 -0.01894 -2.52461 0.105
H -1.52742 -0.04512 2.77088 0.063
H 2.27381 2.30653 -0.09499 0.020


2.
25
Properties=species:S:1:pos:R:3:lowdin_charge:R:1 method="wB97M-V/def2-TZVPD" gap_ev=10.9434 homo_energy_ev=-13.957 total_charge=+1
O 0.69693 1.11738 0.63491 0.039
O 3.25955 0.38888 -1.21267 -0.045
O 0.13480 -2.59667 1.51142 -0.057
O 2.34850 -0.47170 1.61280 -0.072
N -1.22850 -0.79027 0.40205 0.188
C -1.52455 1.63391 -0.19913 -0.092
C -0.14797 1.94483 0.41727 -0.194
C -1.78671 0.19065 -0.60215 -0.325
C -1.38343 -0.14078 -2.01074 -0.026
H -2.84169 -0.04176 -0.47062 0.150
H -1.72716 2.35230 -0.99823 0.138
H -0.02668 3.01888 0.63826 0.136
H -0.47597 0.36336 -2.33001 0.097
H -1.37211 -1.22022 -2.19967 0.098
H 0.98747 -3.05103 1.49460 0.069
H -1.20076 -0.46214 1.36295 0.164
H 2.69591 -0.87467 0.79511 0.038
H 2.69005 1.15773 -1.29438 0.029
H -0.24933 -0.91905 0.17861 0.121
H -2.25289 1.98362 0.54326 0.132
H 3.13705 -0.26916 2.11420 0.048
H -2.15473 0.06687 -2.75477 0.101
H -1.56034 -1.74595 0.38417 0.154
H 0.21004 -2.20272 2.40787 0.079
H 3.77250 0.56768 -0.42512 0.030


3.
14
Properties=species:S:1:pos:R:3:lowdin_charge:R:1 method="wB97M-V/def2-TZVPD" smiles=[O-]CNCCO gap_ev=6.3800 homo_energy_ev=-2.471 total_charge=-1
O -2.13628 1.19823 0.95735 -0.110
O 2.01007 0.07322 0.69417 -0.333
N 0.39052 -0.97626 -0.78130 -0.087
C -0.91323 0.88514 0.26320 -0.265
C 1.80171 -0.35061 -0.54560 -0.541
C -0.57545 -0.59982 0.24029 -0.299
H 1.86673 0.45871 -1.31971 0.066
H -2.27888 0.48217 1.58821 0.061
H -1.01880 1.27408 -0.74863 0.103
H 2.48521 -1.18871 -0.80123 0.060
H -1.47556 -1.21388 0.18916 0.092
H -0.10877 -0.82013 1.20515 0.101
H 0.01178 -0.60149 -1.65313 0.058
H -0.05905 1.37934 0.71206 0.095


4.
47
Properties=species:S:1:pos:R:3:lowdin_charge:R:1 method="wB97M-V/def2-TZVPD" smiles="CCCC[C@@H](CC)COC(=O)/C=C/c1ccc(OC)cc1" gap_ev=8.4913 homo_energy_ev=-8.263
O -8.11734 0.51153 -0.43328 -0.078
O 0.60994 -0.15294 -0.98540 -0.005
O -0.00362 -1.62694 0.60488 0.099
C -1.64774 -0.29974 -0.49484 0.015
C 3.96764 -0.33427 0.74036 -0.172
C -2.70006 -0.80913 0.16089 -0.015
C -6.39781 -0.83113 0.66029 -0.016
C -0.29190 -0.77854 -0.20736 -0.498
C -5.05196 -1.11951 0.77050 -0.025
C 3.11447 2.64123 1.16178 -0.098
C 1.97540 -0.51077 -0.80202 -0.146
C -4.53907 0.51867 -0.89773 -0.016
C 7.44073 -0.82152 -0.92382 -0.119
C 2.61187 0.27076 0.35476 -0.311
C -6.82661 0.14292 -0.23756 -0.274
C 6.35012 -0.90110 0.13737 -0.273
C -9.12531 -0.12464 0.31582 -0.086
C 5.05090 -0.24937 -0.33307 -0.221
C 2.66214 1.76153 0.00276 -0.224
C -5.87567 0.81351 -1.01435 0.005
C -4.09259 -0.45896 0.00062 -0.224
H 3.32169 1.91427 -0.85347 0.108
H 2.03505 -1.58611 -0.60273 0.131
H 8.35585 -1.29006 -0.56933 0.066
H 6.69380 -0.40516 1.04819 0.109
H -10.06170 0.32744 -0.00702 0.094
H -4.73333 -1.87771 1.47117 0.116
H 3.02566 3.69138 0.89222 0.070
H -1.72147 0.46469 -1.25127 0.108
H 6.15983 -1.94803 0.38388 0.109
H 2.49923 2.46035 2.04062 0.078
H 7.65956 0.21548 -1.16977 0.070
H 4.15172 2.44616 1.42118 0.065
H 7.12565 -1.32886 -1.83317 0.070
H 1.65773 2.06479 -0.30212 0.111
H -8.99420 0.04331 1.38945 0.096
H -7.10250 -1.36814 1.27560 0.103
H 3.80752 -1.38473 0.99581 0.121
H 2.46031 -0.27664 -1.75147 0.132
H -6.22352 1.56563 -1.70489 0.119
H 4.32612 0.16339 1.64326 0.111
H -3.82744 1.05062 -1.50876 0.109
H -2.48716 -1.57619 0.89687 0.123
H 1.94895 0.14820 1.21976 0.144
H -9.15561 -1.20038 0.11599 0.096
H 4.71296 -0.74994 -1.24216 0.113
H 5.25182 0.79461 -0.57843 0.111


In the order shown, the computed energy above the lowest of the compared OMol25 structures with the same formula, charge and spin values come out to 109.38, 35.18, 66.07, 0.00 kcal/mol.
In the order shown, the computed DFT total energy values come out to -403.1596, -517.4582, -324.3101, -927.1997 hartree.